1.
79
Properties=species:S:1:pos:R:3 method="wB97M-V/def2-TZVPD" spin_multiplicity=1
N 0.25 1.21 -2.19
P -0.81 0.16 -1.66
Si -1.70 -1.14 -3.23
O -2.79 -0.38 -4.32
Si -2.84 1.29 -4.31
F -1.44 2.00 -4.74
C -4.09 1.78 -5.69
S -4.91 3.33 -5.24
O -6.11 3.03 -4.47
O -5.14 4.15 -6.40
N -3.50 1.97 -2.82
C -4.40 1.29 -2.42
S -5.50 0.23 -2.02
P -0.06 -2.27 -4.24
N 0.88 -2.79 -3.04
H 1.15 1.02 -1.76
H -1.87 0.79 -0.95
H -0.13 -0.72 -0.76
H -2.48 -2.17 -2.52
H -3.57 1.90 -6.66
H -4.82 0.95 -5.80
H -4.07 4.00 -4.36
H -0.59 -3.36 -5.01
H 0.72 -1.45 -5.09
H 1.81 -2.40 -3.19
C -2.59 -0.82 3.83
C -2.16 -1.77 4.95
C -0.69 -2.21 4.94
F -0.35 -2.87 3.81
F -0.46 -3.07 5.97
F -2.98 -2.84 4.96
F -2.37 -1.12 6.13
O -3.22 -1.39 2.68
C -2.41 -1.91 1.68
C -2.56 -3.43 1.54
F -2.30 -4.07 2.69
F -1.68 -3.89 0.62
F -1.14 -1.52 1.88
F -2.81 -1.32 0.53
H -3.37 -0.18 4.26
H -1.79 -0.13 3.54
H -0.02 -1.36 5.06
H -3.57 -3.69 1.22
C 1.94 4.26 -0.24
C 1.18 3.28 0.68
C -0.31 3.54 0.86
F -0.57 4.74 1.40
F -0.84 2.61 1.70
F 1.81 3.22 1.87
F 1.31 2.05 0.12
O 2.64 5.34 0.39
C 1.92 6.49 0.72
C 1.84 6.70 2.24
F 1.30 5.64 2.87
F 1.06 7.77 2.52
F 0.71 6.46 0.14
F 2.59 7.52 0.17
H 2.73 3.68 -0.71
H 1.31 4.62 -1.06
H -0.84 3.46 -0.10
H 2.84 6.88 2.65
C 2.49 -3.69 1.38
C 2.70 -2.43 0.52
C 3.26 -2.66 -0.89
F 4.47 -3.25 -0.87
F 3.42 -1.47 -1.53
F 3.46 -1.55 1.21
F 1.48 -1.84 0.38
O 3.51 -4.03 2.31
C 4.61 -4.76 1.85
C 5.91 -3.96 1.92
F 5.83 -2.81 1.24
F 6.93 -4.67 1.38
F 4.36 -5.24 0.62
F 4.71 -5.84 2.66
H 1.63 -3.47 2.01
H 2.18 -4.55 0.78
H 2.58 -3.27 -1.49
H 6.16 -3.73 2.96

2.
28
Properties=species:S:1:pos:R:3 method="wB97M-V/def2-TZVPD" de_lowest_kcal_mol=0.0 total_charge=+1 spin_multiplicity=1
C -4.59 -0.67 -0.42
C 1.95 -2.63 1.30
C 1.43 3.34 -0.84
C 1.05 -2.10 0.17
C 0.10 0.11 -0.28
N -3.87 0.43 -0.65
N -2.74 1.00 -0.44
N -5.23 -1.23 -1.47
N 1.36 2.10 -0.17
N 0.19 1.40 -0.53
N 1.08 -0.68 0.05
S -4.68 -1.32 1.25
S -2.64 2.55 -0.15
H 2.09 -3.75 1.11
H 2.93 -2.10 1.36
H 1.44 -2.50 2.36
H 1.20 3.10 -1.89
H 0.69 4.15 -0.51
H 2.45 3.83 -0.87
H 0.10 -2.43 0.38
H 1.32 -2.57 -0.80
H -0.85 -0.36 -0.52
H -5.60 -0.66 -2.20
H -5.89 -2.02 -1.16
H 1.43 2.33 0.77
H -0.59 1.95 -0.84
H -3.89 -0.42 1.80
H 1.97 -0.19 -0.04

| no. | HOMO level (eV) | M (g/mol) | frontier orbital gap (eV) |
| --- | --- | --- | --- |
| 1 | -8.90 | 1021.58 | 8.13 |
| 2 | -11.33 | 223.35 | 7.67 |